1.
This record from the Open Molecules 2025 dataset describes a structure of composition C5H9NO2 in a non-equilibrium geometry. The level of theory is ωB97M-V/def2-TZVPD.

As for the total charge: 0. The value obtained for the LUMO energy is 0.2 eV. The relative energy (zero: lowest compared OMol25 entry of this formula, charge and spin) comes out at 87.5 kcal/mol. The spin multiplicity is 1. The gap between HOMO and LUMO is 7.489 eV.

Geometry as XYZ:
```
17
Properties=species:S:1:pos:R:3:forces:R:3
C 0.173 -0.654 1.054 1.782 -1.000 -2.114
C -1.270 -0.248 1.094 0.007 0.002 -0.496
C 1.125 -0.653 -0.613 -3.548 -1.812 4.095
C 0.369 0.387 -1.196 -0.284 1.520 -3.269
N 1.027 0.131 1.841 0.414 0.627 1.215
C -0.555 0.095 -2.169 1.306 0.142 0.495
O 0.574 1.659 -0.712 0.227 -0.631 -0.438
O 1.795 -1.609 -0.839 0.644 0.962 -0.497
H -0.108 2.220 -1.109 0.035 -0.081 0.078
H 0.330 -1.717 1.240 -0.125 -0.002 0.214
H 1.991 -0.177 1.839 -0.093 0.076 0.010
H 0.960 1.122 1.647 0.062 -0.100 -0.024
H -1.772 -0.545 0.165 -0.047 -0.021 0.287
H -1.371 0.834 1.185 0.010 0.061 0.010
H -1.766 -0.709 1.950 0.013 0.012 -0.053
H -0.791 -0.929 -2.397 0.306 -0.244 -0.063
H -0.713 0.793 -2.981 -0.710 0.490 0.549
```
Positions in Å, forces in eV/Å.

***

2.
This record from the Open Molecules 2025 dataset describes a structure of composition C22H18Cl2N4O3Pd in a non-equilibrium geometry. The level of theory is ωB97M-V/def2-TZVPD.

As for the total charge: 0. The value obtained for the LUMO energy is -0.6 eV. The spin multiplicity is 1. The gap between HOMO and LUMO is 6.221 eV.

Geometry as XYZ:
```
50
Properties=species:S:1:pos:R:3:forces:R:3
Pd 0.407 0.610 -0.975 -0.422 0.516 -1.141
Cl 5.967 -1.559 2.125 0.259 -0.345 -0.035
C 4.641 -0.607 1.589 -0.151 1.185 0.730
C 3.862 -1.046 0.545 -0.615 0.163 -0.469
C 2.765 -0.277 0.127 1.612 1.225 2.287
N 1.887 -0.601 -0.842 -1.107 -2.114 -2.103
C 1.772 -1.806 -1.494 1.572 1.305 1.781
O 2.535 -2.761 -1.379 -0.529 0.050 -0.431
C 0.571 -1.823 -2.341 -1.676 -0.113 -1.268
C 0.317 -2.952 -3.131 0.431 0.483 0.548
C -0.829 -3.025 -3.886 -0.715 0.861 0.048
C -1.713 -1.934 -3.839 0.566 -0.772 -0.164
C -1.387 -0.838 -3.069 -0.056 0.331 0.069
N -0.284 -0.745 -2.324 0.639 -1.846 -0.495
C 2.477 0.976 0.796 2.345 -1.874 0.641
C 3.302 1.401 1.849 -0.607 0.081 -0.524
C 4.361 0.617 2.241 0.399 -1.226 -0.553
Cl 5.356 1.117 3.550 0.112 0.291 0.299
N 1.380 1.608 0.338 -2.102 2.404 0.266
C 0.751 2.698 0.893 2.252 -1.535 0.295
O 1.157 3.352 1.851 -0.568 0.118 -0.403
C -0.514 2.975 0.198 -1.807 0.460 -0.971
C -1.275 4.082 0.595 0.670 -0.510 0.044
C -2.490 4.333 0.008 -0.390 -0.737 -0.832
C -2.923 3.455 -1.001 0.249 0.727 0.658
C -2.110 2.404 -1.371 0.056 -0.245 -0.249
N -0.931 2.133 -0.808 -0.112 1.538 1.333
H 4.073 -1.981 0.049 0.026 0.024 0.058
H 1.053 -3.743 -3.110 0.031 -0.032 0.067
H -1.048 -3.888 -4.494 -0.017 -0.074 -0.051
H -2.626 -1.940 -4.412 -0.090 0.065 -0.024
H -2.048 0.019 -3.063 0.053 -0.030 0.080
H 3.086 2.334 2.348 0.041 -0.052 0.021
H -0.863 4.708 1.374 0.027 -0.034 0.057
H -3.098 5.172 0.307 -0.045 0.073 0.024
H -3.869 3.607 -1.496 -0.070 -0.040 -0.089
H -2.425 1.751 -2.175 0.056 -0.027 0.087
C -1.416 -2.202 2.522 0.068 0.193 -0.095
C -2.613 -1.276 2.318 0.092 -0.028 -0.169
C -2.323 -0.710 0.931 -0.004 -0.024 -0.004
O -0.900 -0.658 0.813 -0.460 -0.278 0.352
C -0.293 -1.390 1.883 0.173 -0.066 0.173
H -1.561 -3.134 1.976 -0.014 -0.075 0.006
H -1.222 -2.430 3.567 0.026 -0.051 0.047
H -2.601 -0.476 3.058 -0.029 0.037 0.054
H -3.568 -1.791 2.367 -0.083 0.007 0.021
H -2.718 0.300 0.784 -0.023 -0.091 -0.017
H -2.715 -1.370 0.143 -0.038 0.096 0.072
H 0.138 -0.676 2.599 0.008 -0.134 -0.112
H 0.506 -2.010 1.466 -0.032 0.117 0.080
```
Positions in Å, forces in eV/Å.

***

3.
This record from the Open Molecules 2025 dataset describes a cluster of 2 separate species, C16H30N3O2 in total in a non-equilibrium geometry. The level of theory is ωB97M-V/def2-TZVPD.

As for the total charge: +1. The value obtained for the LUMO energy is -3.8 eV. The relative energy (zero: lowest compared OMol25 entry of this formula, charge and spin) comes out at 9.0 kcal/mol. The spin multiplicity is 1. The gap between HOMO and LUMO is 7.707 eV.

Geometry as XYZ:
```
51
Properties=species:S:1:pos:R:3:forces:R:3
C -1.912 4.246 2.584 -0.134 -0.250 0.228
O -2.227 2.881 2.783 -0.025 -0.018 -0.031
C -3.629 2.647 2.825 0.074 0.172 -0.328
C -3.916 1.292 2.224 0.100 0.067 -0.279
C -3.589 1.255 0.723 -0.040 0.015 0.230
C -2.896 -0.037 0.266 0.089 0.973 -0.190
C -2.000 0.186 -0.974 -0.462 -0.003 -0.090
C -2.354 -0.698 -2.176 0.306 -0.415 0.460
C -1.182 -1.066 -3.101 -0.423 0.563 -0.162
C -0.130 0.031 -3.316 0.418 -1.071 -0.487
C 1.193 -0.555 -3.881 -0.344 0.692 0.481
C 2.123 -0.992 -2.795 0.834 0.131 -0.296
C 3.476 -0.642 -2.795 -0.133 -0.241 0.279
C 4.316 -1.052 -1.769 -0.381 -0.190 0.195
C 3.804 -1.816 -0.726 -0.704 -0.114 -0.071
C 2.459 -2.128 -0.735 0.596 0.130 -0.061
N 1.677 -1.714 -1.752 0.243 -0.126 0.300
H -2.524 4.877 3.229 0.021 0.157 0.077
H -0.868 4.380 2.845 0.146 0.057 -0.023
H -2.078 4.543 1.546 -0.018 0.035 -0.112
H -3.995 2.713 3.850 0.005 0.048 0.153
H -4.132 3.417 2.231 -0.144 0.069 0.016
H -3.294 0.569 2.750 -0.111 -0.182 0.127
H -4.965 1.058 2.385 -0.088 -0.209 0.198
H -4.499 1.412 0.146 -0.087 0.030 -0.110
H -2.950 2.111 0.512 0.242 0.004 -0.059
H -3.664 -0.778 0.062 0.091 -0.348 0.119
H -2.262 -0.344 1.092 -0.043 -0.434 0.091
H -0.960 0.067 -0.675 0.156 -0.171 -0.006
H -2.097 1.225 -1.283 0.136 0.177 -0.017
H -2.756 -1.630 -1.781 -0.097 -0.145 -0.095
H -3.167 -0.254 -2.742 -0.050 0.198 -0.111
H -1.596 -1.276 -4.086 0.029 -0.273 -0.113
H -0.748 -2.016 -2.786 0.123 -0.075 0.146
H 0.130 0.562 -2.407 -0.249 0.322 0.061
H -0.507 0.704 -4.078 -0.098 0.417 0.203
H 1.710 0.249 -4.394 0.146 -0.042 -0.260
H 1.001 -1.344 -4.606 0.022 -0.205 -0.008
H 3.884 -0.045 -3.594 -0.153 0.069 -0.207
H 5.361 -0.788 -1.750 0.093 0.106 -0.192
H 4.388 -2.178 0.101 0.106 -0.027 0.113
H 2.004 -2.705 0.054 -0.107 -0.042 0.099
H 0.696 -1.959 -1.711 -0.094 0.065 -0.124
C 3.887 -2.141 3.124 0.039 -0.035 0.319
O 3.432 -2.970 2.345 0.063 0.190 -0.362
N 3.213 -1.756 4.241 -0.071 0.031 -0.082
N 5.108 -1.551 2.947 -0.156 0.042 -0.158
H 3.566 -1.089 4.901 0.026 -0.016 0.014
H 2.319 -2.180 4.408 0.007 -0.018 0.022
H 5.653 -1.838 2.158 0.096 -0.080 0.068
H 5.496 -0.881 3.584 0.007 -0.028 0.037
```
Positions in Å, forces in eV/Å.

***

4.
This record from the Open Molecules 2025 dataset describes the molecule C16H24N2O8 in a non-equilibrium geometry. The level of theory is ωB97M-V/def2-TZVPD.

The SMILES is CCOC(=O)CON1C(=O)C(=O)N(OCC(=O)OCC)[C@H]2CCCC[C@H]21. As for the total charge: 0. The value obtained for the LUMO energy is 0.2 eV. The relative energy (zero: lowest compared OMol25 entry of this formula, charge and spin) comes out at 471.7 kcal/mol. The spin multiplicity is 1. The gap between HOMO and LUMO is 8.891 eV.

Geometry as XYZ:
```
50
Properties=species:S:1:pos:R:3:forces:R:3
C -3.503 -3.127 -0.773 2.600 -0.552 -7.588
C -4.595 -2.226 -0.623 -6.788 -5.350 -10.475
H -4.802 -1.531 -1.541 0.177 -1.743 0.612
H -5.577 -2.822 -0.359 1.294 0.540 -1.323
O -4.486 -1.508 0.328 0.616 7.486 14.751
C -3.876 -0.310 0.281 -3.727 -3.021 9.263
O -3.509 -0.019 -0.687 6.367 5.544 -16.051
C -3.655 0.592 1.393 0.021 0.581 4.666
H -3.368 -0.081 2.220 0.620 0.677 -0.008
H -4.548 0.983 1.784 -1.586 0.523 0.184
O -2.813 1.866 1.406 0.282 -3.811 -1.265
N -1.511 1.430 1.042 3.007 -2.929 1.718
C -0.702 0.342 1.855 -5.146 5.907 1.432
O -1.177 0.004 2.942 1.563 -0.573 -3.017
C 0.762 0.359 1.505 -3.081 -12.989 6.705
O 1.278 -0.695 2.030 -0.144 1.447 -1.747
N 1.376 1.309 1.169 1.816 12.416 -4.778
C 0.538 2.583 0.780 4.999 3.331 -0.342
C -0.654 2.246 0.067 -6.082 -1.359 3.177
C -0.590 1.421 -1.062 2.723 -3.922 -7.369
C 0.062 2.280 -2.293 0.331 2.326 9.499
C 1.348 2.827 -1.516 3.483 -3.906 -7.100
C 1.301 3.592 -0.294 -1.569 -2.562 1.000
H 0.651 4.431 -0.334 -0.735 0.831 -0.111
H 2.278 3.943 -0.203 1.599 0.403 1.527
H 2.175 1.875 -1.535 -2.601 1.965 1.197
H 1.970 3.200 -2.395 -0.685 1.277 1.213
H 0.275 1.906 -3.171 0.865 -2.325 -4.215
H -0.604 3.118 -2.284 -0.582 0.692 -0.943
H 0.109 0.464 -0.936 -1.668 1.899 -0.200
H -1.518 1.141 -1.589 -0.118 -0.239 1.585
H -1.448 2.971 -0.169 1.109 1.133 0.306
H 0.420 3.301 1.609 -0.312 -1.244 0.381
O 2.716 1.527 0.961 -0.777 3.106 1.146
C 3.522 0.441 0.990 6.127 5.373 5.098
C 3.060 -0.420 0.149 -5.632 -13.476 -9.834
O 2.270 -0.454 -0.969 5.167 0.991 7.093
O 3.574 -1.752 0.712 -2.462 2.245 -5.276
C 3.079 -2.893 -0.219 -2.952 1.655 3.281
C 3.902 -3.968 0.190 3.418 -4.870 2.835
H 4.115 -4.335 1.329 -1.020 1.875 -2.208
H 3.521 -4.923 -0.157 -0.260 -0.137 -0.612
H 4.930 -3.926 -0.212 -0.397 0.256 0.000
H 3.024 -2.874 -1.285 0.794 1.455 -0.766
H 1.970 -3.069 0.034 1.576 0.503 0.135
H 3.880 0.058 1.985 -1.240 0.099 -0.719
H 4.585 0.758 0.612 -1.771 0.036 0.084
H -3.654 -3.980 -1.611 0.015 2.025 1.817
H -2.661 -2.447 -1.257 -0.804 -1.855 1.810
H -3.444 -3.609 0.100 1.568 -1.736 3.432
```
Positions in Å, forces in eV/Å.

***

5.
This record from the Open Molecules 2025 dataset describes the ion C11H24N4 with charge +2 in a non-equilibrium geometry. The level of theory is ωB97M-V/def2-TZVPD.

As for the total charge: +2. The value obtained for the LUMO energy is -6.5 eV. The relative energy (zero: lowest compared OMol25 entry of this formula, charge and spin) comes out at 7.3 kcal/mol. The spin multiplicity is 1. The gap between HOMO and LUMO is 8.934 eV.

Geometry as XYZ:
```
39
Properties=species:S:1:pos:R:3:forces:R:3
C -3.664 0.154 0.049 -1.418 0.012 0.563
C 0.795 -0.176 -0.307 -1.626 0.152 0.109
C 0.398 2.361 -0.063 -0.326 -1.179 0.693
C 1.276 1.149 0.291 -0.390 0.489 -3.211
C -1.615 -0.767 -0.494 1.362 1.986 -1.068
C -1.788 1.492 -0.573 0.484 -1.713 -2.526
C -0.435 -1.003 0.374 1.726 0.577 -0.658
C -0.633 -0.599 1.791 0.033 -1.149 2.155
C 3.731 0.512 -0.106 2.830 1.607 0.859
C 0.361 -3.059 -0.988 3.073 -1.274 -0.709
C 2.681 1.532 -0.351 -2.374 2.612 0.183
N -2.962 -0.941 -0.072 -0.314 0.162 0.660
N -1.027 2.279 0.182 -1.876 -0.006 2.464
N -3.158 1.357 -0.235 -0.133 -1.133 0.506
N 0.173 -2.480 0.305 -2.717 -1.092 3.296
H -4.687 -0.020 0.483 0.833 0.896 -0.879
H 0.397 0.009 -1.334 1.140 -0.290 0.372
H 1.715 -0.746 -0.254 -0.158 -0.636 -0.559
H 0.717 3.209 0.452 0.777 1.425 0.837
H 0.568 2.533 -1.089 -0.160 0.374 -1.431
H 1.435 1.054 1.303 0.284 -0.151 2.446
H -1.342 -0.932 -1.551 -0.976 -0.185 0.423
H -1.624 1.636 -1.687 0.105 -0.644 1.305
H -0.929 0.432 1.799 0.501 0.731 0.082
H 0.252 -0.798 2.491 -1.123 0.528 -1.112
H -1.516 -1.043 2.295 0.446 -0.421 -0.384
H 3.552 -0.323 -0.742 0.249 -0.932 -0.234
H 3.886 0.251 0.987 -0.505 0.071 -1.269
H 4.742 0.982 -0.409 -1.453 -0.983 0.310
H -0.483 -3.116 -1.605 -1.341 0.599 -0.715
H 1.238 -2.559 -1.433 -0.706 -0.332 -0.378
H 0.630 -4.113 -0.819 0.208 0.319 -0.171
H 2.548 1.861 -1.459 0.284 -1.026 1.681
H 2.783 2.544 0.175 0.931 -1.344 -0.657
H -3.446 -1.774 0.295 0.710 0.219 -0.421
H -1.475 2.582 1.119 1.473 -0.749 -1.910
H -3.733 2.140 -0.458 -0.866 0.478 0.321
H 1.077 -2.356 0.801 -0.659 -0.657 -0.225
H -0.438 -3.264 0.837 1.672 2.661 -0.748
```
Positions in Å, forces in eV/Å.

***

6.
This record from the Open Molecules 2025 dataset describes a cluster of 3 separate species, C23H46BF9N2O7S in total in a non-equilibrium geometry. The level of theory is ωB97M-V/def2-TZVPD.

The SMILES is CCCCO[C@H]1[C@H](CCCCC(F)(F)C(F)(F)S(F)(F)(F)(F)F)OC(=O)[C@@H]1CB(O)O.COC[C@@H](C)N.COC[C@@H](C)N. As for the total charge: 0. The value obtained for the LUMO energy is 0.2 eV. The spin multiplicity is 1. The gap between HOMO and LUMO is 9.271 eV.

Geometry as XYZ:
```
89
Properties=species:S:1:pos:R:3:forces:R:3
C -4.262 -0.640 3.098 0.334 -0.202 -0.082
C -4.221 -1.804 2.088 -0.476 0.184 0.744
C -4.271 -3.193 2.770 1.341 0.579 -0.829
C -2.837 -3.482 3.252 -1.210 0.257 0.481
O -2.109 -3.883 2.108 0.233 -0.130 0.999
C -0.751 -4.182 2.337 1.782 0.442 -0.284
C -0.084 -3.699 1.015 -1.360 -2.566 -0.037
C 1.228 -4.361 0.567 0.352 1.085 -0.651
C 1.924 -3.411 -0.445 -0.057 0.471 0.901
C 2.824 -2.346 0.247 0.336 -0.577 -0.867
C 2.509 -0.923 -0.237 -0.488 -0.468 0.754
C 3.304 0.071 0.596 0.102 -0.953 -1.660
F 3.127 -0.077 1.890 -0.717 0.357 1.324
F 4.617 -0.253 0.399 0.750 0.282 -0.231
C 3.215 1.549 0.157 -0.380 -0.479 0.163
F 3.742 1.653 -1.046 0.088 -0.287 -1.508
F 3.968 2.280 0.932 0.664 0.760 1.286
S 1.500 2.325 0.084 -0.089 1.583 0.299
F 1.142 1.549 -1.238 0.048 -0.701 -0.083
F 2.104 3.503 -0.803 0.163 0.125 -0.118
F 1.808 3.192 1.373 -0.045 0.025 0.247
F 0.857 1.236 1.002 -0.093 -0.611 -0.085
F 0.097 3.038 -0.010 -0.284 0.022 -0.019
O -0.127 -2.287 1.147 0.846 0.234 -0.275
C 0.194 -1.996 2.441 -0.459 -3.663 0.249
O 0.499 -0.961 2.861 0.691 3.322 0.375
C 0.042 -3.283 3.300 -0.387 0.848 0.289
C 1.341 -3.862 3.919 -0.613 0.874 0.094
B 1.847 -3.056 5.199 0.197 -0.221 0.127
O 1.324 -1.855 5.633 -0.507 -0.277 -0.059
O 2.893 -3.617 5.914 0.423 0.115 -0.835
H -3.261 -0.419 3.478 -0.035 -0.075 0.063
H -4.601 0.284 2.629 -0.163 -0.039 0.053
H -4.881 -0.898 3.961 -0.165 0.207 -0.090
H -3.279 -1.721 1.544 -0.202 -0.137 -0.396
H -5.067 -1.717 1.403 0.145 0.057 -0.126
H -4.477 -3.910 1.973 -0.374 -0.303 0.401
H -4.990 -3.215 3.587 -0.091 -0.143 -0.088
H -2.480 -2.533 3.669 0.353 -0.119 -0.082
H -2.803 -4.206 4.078 0.091 -0.268 -0.308
H -0.549 -5.235 2.569 -0.368 -0.059 -0.189
H -0.799 -4.069 0.277 -0.155 1.002 -0.347
H 0.975 -5.253 -0.007 -0.206 -0.210 0.377
H 1.898 -4.643 1.377 0.020 0.016 -0.056
H 1.136 -2.853 -0.956 0.013 -0.299 -0.332
H 2.499 -3.982 -1.171 -0.039 0.048 -0.048
H 2.760 -2.434 1.332 -0.147 0.203 0.006
H 3.855 -2.588 -0.020 0.064 0.104 0.232
H 1.433 -0.791 -0.119 0.100 0.309 0.043
H 2.750 -0.801 -1.292 0.129 0.056 -0.003
H -0.468 -2.900 4.186 -0.607 -0.252 -0.243
H 2.177 -3.860 3.216 -0.008 -0.480 0.069
H 1.100 -4.865 4.286 0.412 -0.171 -0.302
H 0.674 -1.974 6.338 0.282 0.319 -0.023
H 3.628 -2.986 5.958 -0.254 -0.139 0.614
C -4.675 4.014 -1.973 -0.093 0.138 -0.114
C -5.226 2.636 -1.622 0.325 0.128 0.118
C -5.595 2.479 -0.137 -0.202 -0.220 -0.077
O -4.490 2.302 0.729 -0.131 0.186 0.033
C -3.826 3.498 1.102 0.226 -0.222 0.090
N -4.267 1.616 -2.056 -0.154 -0.129 0.157
H -3.640 4.140 -1.654 -0.014 -0.059 0.052
H -4.695 4.163 -3.054 0.025 -0.060 0.013
H -5.273 4.806 -1.517 0.020 -0.009 0.014
H -6.148 2.499 -2.196 -0.031 -0.068 0.071
H -6.192 1.568 -0.035 0.069 -0.029 0.028
H -6.227 3.308 0.209 0.083 0.094 -0.040
H -4.521 4.336 1.203 -0.020 0.003 -0.079
H -3.039 3.745 0.387 -0.050 0.167 -0.012
H -3.349 3.324 2.067 -0.057 -0.047 -0.001
H -4.678 0.696 -1.918 -0.006 0.015 -0.126
H -3.486 1.633 -1.403 0.038 0.065 -0.098
C 4.652 4.208 -5.901 0.183 0.069 -0.078
C 4.533 3.389 -4.619 -0.301 0.075 -0.243
C 4.212 1.905 -4.863 0.147 -0.073 0.265
O 2.864 1.637 -5.205 0.163 -0.042 -0.141
C 2.539 1.846 -6.567 -0.260 -0.013 0.139
N 3.545 4.023 -3.742 0.039 -0.250 0.111
H 3.680 4.440 -6.336 -0.031 -0.064 0.041
H 5.144 5.159 -5.695 -0.047 -0.010 0.046
H 5.247 3.682 -6.652 -0.025 -0.002 -0.002
H 5.505 3.429 -4.118 -0.025 -0.096 0.048
H 4.384 1.368 -3.925 -0.081 0.009 0.004
H 4.892 1.466 -5.606 -0.028 0.085 -0.093
H 3.372 1.591 -7.229 0.047 0.063 0.018
H 2.225 2.878 -6.739 0.104 0.019 -0.146
H 1.694 1.200 -6.808 0.033 -0.033 0.054
H 3.540 3.536 -2.849 0.051 0.135 0.039
H 2.624 3.826 -4.128 0.022 0.113 -0.028
```
Positions in Å, forces in eV/Å.